[1]
Here is an isolated molecule of C3H11N3O at a distorted geometry from the Open Molecules 2025 dataset. Energies are from ωB97M-V/def2-TZVPD.

Values from the calculation:
- strongest force on any atom (eV/Å) = 6.05
- SMILES = CNN(C)NOC
- charge = 0
- energy above the lowest of the compared OMol25 structures with the same formula, charge and spin (eV) = 7.021
- gap between HOMO and LUMO (Eh) = 0.33016
- lowest unoccupied orbital energy (eV) = 0.962

Element x y z (Å)
C -2.532 -0.051 -0.507
C 0.519 -1.744 -0.093
C 1.713 1.775 -0.240
N 0.293 -0.305 -0.157
N -0.242 0.257 1.007
N 1.555 0.424 0.244
O -1.833 0.082 0.688
H -0.221 -0.411 1.786
H 2.076 0.147 1.073
H -2.907 -1.079 -0.641
H -3.444 0.552 -0.420
H -1.962 0.281 -1.387
H 0.885 -2.082 0.888
H -0.438 -2.227 -0.274
H 1.293 -1.984 -0.820
H 1.149 1.888 -1.164
H 1.330 2.514 0.470
H 2.766 1.963 -0.452

Atomic forces in eV per Å
C 0.5 0.0 -0.6
C 0.1 0.1 0.2
C -0.4 -0.3 0.3
N 4.1 2.4 2.9
N -5.6 -0.3 -2.2
N 1.9 -1.5 -2.9
O -0.1 0.0 3.2
H 0.0 -0.3 -0.1
H -0.7 -0.2 -0.2
H 0.4 0.0 -0.2
H 0.2 0.3 0.0
H -0.2 -0.2 0.1
H 0.0 0.2 0.1
H 0.1 -0.1 -0.2
H -0.3 -0.1 -0.2
H 0.1 -0.1 0.0
H 0.0 0.1 0.0
H 0.0 0.1 0.0

=====

[2]
Here is a structure of composition C8H24FO4S4Sn at a distorted geometry from the Open Molecules 2025 dataset. Energies are from ωB97M-V/def2-TZVPD.

Values from the calculation:
- strongest force on any atom (eV/Å) = 2.97
- charge = +1
- energy above the lowest of the compared OMol25 structures with the same formula, charge and spin (eV) = 9.665
- gap between HOMO and LUMO (Eh) = 0.08376
- lowest unoccupied orbital energy (eV) = -8.478

Element x y z (Å)
Sn -2.405 2.044 0.299
F -0.543 6.770 -0.321
C -4.020 -5.074 2.966
S -2.892 -5.072 1.487
O -1.932 -3.954 1.764
C -2.067 -6.668 1.949
H -3.484 -5.260 3.897
H -4.764 -5.862 3.089
H -4.503 -4.105 3.095
H -1.561 -7.145 1.111
H -2.743 -7.424 2.349
H -1.374 -6.441 2.759
C -0.545 5.017 -6.138
S -2.350 4.672 -6.064
O -2.747 3.619 -4.992
C -3.093 6.262 -5.703
H -0.289 5.882 -5.526
H -0.243 5.098 -7.182
H -0.047 4.158 -5.689
H -4.132 6.176 -6.024
H -2.575 7.111 -6.148
H -3.074 6.436 -4.627
C 0.761 -0.939 6.699
S 1.803 0.464 6.222
O 1.249 0.710 4.838
C 0.936 1.723 7.208
H 1.171 -1.245 7.662
H 0.696 -1.802 6.036
H -0.236 -0.526 6.854
H 1.674 2.473 7.491
H 0.646 1.294 8.167
H 0.001 2.140 6.833
C 4.476 -1.438 -2.137
S 3.264 -1.450 -3.543
O 2.357 -0.290 -3.206
C 4.456 -0.884 -4.783
H 5.140 -2.281 -2.327
H 3.921 -1.516 -1.203
H 4.999 -0.484 -2.059
H 5.092 -0.129 -4.320
H 4.004 -0.310 -5.592
H 4.974 -1.752 -5.192

Atomic forces in eV per Å
Sn 0.4 0.5 -0.2
F -0.3 -0.6 0.0
C 0.1 -0.2 0.8
S -0.3 -0.5 1.4
O -0.3 -0.6 -0.2
C 0.0 0.1 0.2
H 0.9 0.4 -0.2
H -0.2 -0.1 -1.1
H 0.1 0.0 -0.5
H 0.1 0.5 -0.1
H -0.5 0.3 -0.1
H 0.2 0.2 -0.2
C -0.4 -0.2 1.1
S -0.5 -2.1 -0.2
O 1.0 2.2 -1.1
C 0.0 0.1 1.0
H 0.0 0.1 -0.2
H -0.2 0.2 0.1
H -0.2 -0.1 -0.1
H 0.2 0.1 -0.1
H 0.0 -0.3 -0.4
H 0.0 -0.1 0.1
C 0.1 0.2 1.4
S -2.4 0.0 -1.8
O 1.0 0.3 -0.1
C 0.5 -0.3 1.7
H -0.3 -0.3 0.2
H 0.6 0.5 -0.3
H 0.0 -0.1 -0.1
H -0.2 0.3 -0.4
H 0.2 -0.3 0.2
H 0.4 -0.2 -0.8
C -0.5 -0.2 -0.6
S 0.1 1.5 1.2
O 0.3 -0.7 -0.5
C 0.0 0.6 0.0
H 0.2 0.1 0.4
H -0.2 -0.5 -0.2
H 0.1 0.0 -0.5
H 0.4 -0.4 0.1
H -0.6 -0.5 0.0
H 0.2 0.2 0.1

=====

[3]
Here is a structure of composition C5H8O from the Open Molecules 2025 dataset. Energies are from ωB97M-V/def2-TZVPD.

Values from the calculation:
- strongest force on any atom (eV/Å) = 0.98
- charge = 0
- energy above the lowest of the compared OMol25 structures with the same formula, charge and spin (eV) = 2.760
- gap between HOMO and LUMO (Eh) = 0.37830
- lowest unoccupied orbital energy (eV) = 1.097

Element x y z (Å)
C -1.734 -0.181 0.532
C -0.378 0.306 0.056
C 0.399 1.120 -0.980
C 0.708 -0.343 -0.789
C 1.371 -0.563 0.548
O 0.437 0.271 1.227
H -1.643 -0.934 1.346
H -2.354 0.607 0.964
H -2.215 -0.658 -0.305
H 1.109 1.873 -0.616
H -0.012 1.354 -1.960
H 0.668 -1.058 -1.610
H 2.374 -0.186 0.720
H 1.270 -1.610 0.863

Atomic forces in eV per Å
C -0.3 0.2 -0.6
C -0.2 -0.3 0.6
C -0.4 0.0 0.2
C 0.0 -0.2 0.1
C 0.8 -0.2 0.1
O 0.6 0.2 0.3
H 0.5 0.4 -0.7
H 0.0 0.1 -0.3
H -0.7 -0.1 -0.2
H -0.4 -0.3 0.0
H -0.3 -0.1 0.3
H -0.2 0.2 0.3
H 0.4 -0.2 -0.2
H 0.1 0.1 0.1

=====

[4]
Here is a cluster of 5 separate species, C21H44NO8S in total at a distorted geometry from the Open Molecules 2025 dataset. Energies are from ωB97M-V/def2-TZVPD.

Values from the calculation:
- strongest force on any atom (eV/Å) = 2.37
- charge = +1
- energy above the lowest of the compared OMol25 structures with the same formula, charge and spin (eV) = 1.659
- gap between HOMO and LUMO (Eh) = 0.30065
- lowest unoccupied orbital energy (eV) = -3.592

Element x y z (Å)
C 1.881 -4.845 -0.589
C 1.377 -4.100 -1.646
N 0.169 -3.235 -1.544
C -0.819 -3.870 -0.607
C -2.212 -3.163 -0.577
C -3.320 -3.875 -1.421
S -3.442 -5.684 -1.135
H 1.218 -5.621 -0.141
H 2.899 -4.735 -0.174
H 1.876 -4.164 -2.629
H -0.252 -3.106 -2.470
H 0.463 -2.291 -1.224
H -0.848 -4.957 -0.808
H -0.383 -3.754 0.412
H -2.066 -2.147 -1.029
H -2.524 -2.958 0.469
H -4.294 -3.438 -1.101
H -3.254 -3.650 -2.510
H -2.565 -6.204 -2.067
O -0.838 -7.904 1.278
C -1.750 -8.226 1.998
O -2.022 -9.523 2.180
C -2.959 -10.016 3.145
C -4.372 -10.004 2.598
C -2.640 -7.189 2.625
H -2.870 -9.473 4.088
H -2.661 -11.044 3.352
H -4.704 -8.993 2.361
H -5.066 -10.436 3.320
H -4.423 -10.580 1.673
H -3.396 -6.886 1.900
H -2.027 -6.327 2.884
H -3.124 -7.509 3.545
O -0.089 -0.396 -1.266
C 0.673 0.360 -1.837
O 0.804 0.270 -3.161
C 1.529 1.219 -3.960
C 3.008 0.894 -3.994
C 1.528 1.326 -1.071
H 1.331 2.238 -3.628
H 1.119 1.137 -4.966
H 3.455 0.949 -3.000
H 3.537 1.587 -4.649
H 3.165 -0.123 -4.357
H 2.414 0.806 -0.708
H 0.957 1.695 -0.218
H 1.826 2.202 -1.640
O 1.488 3.679 1.407
C 2.447 4.302 1.027
O 3.276 3.736 0.129
C 4.339 4.431 -0.534
C 5.597 4.450 0.310
C 2.780 5.652 1.596
H 4.023 5.431 -0.836
H 4.532 3.876 -1.454
H 5.442 4.981 1.249
H 6.414 4.930 -0.229
H 5.895 3.432 0.567
H 3.319 5.518 2.534
H 1.846 6.191 1.794
H 3.361 6.281 0.926
O 1.078 7.906 1.825
C 0.006 8.323 1.466
O -1.101 7.919 2.098
C -2.400 8.482 1.874
C -3.084 7.834 0.688
C -0.116 9.219 0.264
H -2.344 9.568 1.784
H -2.974 8.277 2.777
H -2.531 8.001 -0.238
H -4.093 8.229 0.564
H -3.145 6.754 0.830
H -0.120 8.606 -0.638
H 0.749 9.881 0.241
H -0.995 9.858 0.275

Atomic forces in eV per Å
C -1.7 0.3 -0.7
C 2.1 -0.4 0.7
N -0.4 -2.3 -0.6
C -0.7 0.5 1.8
C 0.5 0.5 -1.1
C -0.1 0.5 0.1
S 0.2 -0.1 -0.5
H 0.1 1.6 1.1
H 0.0 -1.1 -1.6
H 0.3 1.6 0.7
H 0.0 0.1 0.1
H -0.4 -0.1 -0.1
H -0.2 0.7 -0.1
H -0.1 -0.2 -0.8
H -0.1 -0.6 0.4
H 0.1 -0.5 -0.7
H 0.6 -0.5 -0.2
H 0.2 -0.2 0.8
H -0.6 0.7 0.6
O 0.0 -0.1 0.0
C -0.2 0.2 -0.2
O 0.4 -0.3 0.0
C -0.4 0.0 0.1
C 0.0 0.1 -0.2
C 0.1 0.2 0.6
H 0.0 0.1 -0.1
H 0.2 0.1 -0.1
H 0.0 0.0 0.1
H 0.0 0.0 0.0
H 0.0 -0.1 0.1
H 0.0 0.0 0.0
H 0.0 0.0 -0.2
H -0.2 -0.1 -0.1
O 0.1 -0.6 -0.3
C 0.6 0.4 0.2
O -0.6 -0.3 -0.1
C 0.4 0.2 -0.2
C 0.1 -0.1 0.2
C -0.5 0.4 0.0
H 0.0 -0.1 0.1
H -0.2 -0.2 0.1
H 0.0 0.1 0.0
H 0.0 0.0 0.0
H 0.0 0.1 -0.1
H 0.0 0.0 0.0
H 0.2 -0.2 0.1
H 0.2 -0.1 0.0
O 0.1 -0.3 -0.4
C 0.0 0.4 0.7
O -0.1 -0.5 -0.6
C 0.3 0.1 0.2
C 0.0 0.0 0.2
C -0.4 0.2 -0.4
H 0.0 0.0 0.1
H -0.2 -0.1 0.1
H 0.0 0.1 -0.1
H 0.0 0.0 0.0
H 0.0 0.0 -0.1
H 0.0 0.0 0.0
H 0.5 -0.5 0.1
H 0.2 0.0 0.1
O -0.5 0.4 0.1
C 0.1 0.0 -0.3
O 0.0 -0.1 0.5
C -0.3 0.0 -0.2
C 0.1 -0.1 -0.1
C 0.0 0.6 0.1
H 0.1 0.0 -0.1
H 0.2 -0.1 0.1
H -0.1 0.1 0.0
H 0.0 0.0 0.0
H -0.1 0.1 0.1
H 0.0 0.0 0.0
H 0.1 -0.2 -0.1
H -0.1 -0.1 -0.1

=====

- Among the records above, which one has the highest lowest unoccupied orbital energy?
  C5H8O

=====

Repeat the third record exactly.
Here is a structure of composition C5H8O from the Open Molecules 2025 dataset. Energies are from ωB97M-V/def2-TZVPD.

Values from the calculation:
- strongest force on any atom (eV/Å) = 0.98
- charge = 0
- energy above the lowest of the compared OMol25 structures with the same formula, charge and spin (eV) = 2.760
- gap between HOMO and LUMO (Eh) = 0.37830
- lowest unoccupied orbital energy (eV) = 1.097

Element x y z (Å)
C -1.734 -0.181 0.532
C -0.378 0.306 0.056
C 0.399 1.120 -0.980
C 0.708 -0.343 -0.789
C 1.371 -0.563 0.548
O 0.437 0.271 1.227
H -1.643 -0.934 1.346
H -2.354 0.607 0.964
H -2.215 -0.658 -0.305
H 1.109 1.873 -0.616
H -0.012 1.354 -1.960
H 0.668 -1.058 -1.610
H 2.374 -0.186 0.720
H 1.270 -1.610 0.863

Atomic forces in eV per Å
C -0.3 0.2 -0.6
C -0.2 -0.3 0.6
C -0.4 0.0 0.2
C 0.0 -0.2 0.1
C 0.8 -0.2 0.1
O 0.6 0.2 0.3
H 0.5 0.4 -0.7
H 0.0 0.1 -0.3
H -0.7 -0.1 -0.2
H -0.4 -0.3 0.0
H -0.3 -0.1 0.3
H -0.2 0.2 0.3
H 0.4 -0.2 -0.2
H 0.1 0.1 0.1

=====

- Which value of strongest force on any atom does entry 3 give?
  0.98 eV/Å

=====

- lowest unoccupied orbital energy of number 2 (C8H24FO4S4Sn)?
  -8.478 eV